# 1
A structure of composition C21H24BN10OPt. Source: the Open Molecules 2025 dataset; level of theory: wB97M-V/def2-TZVPD.

The geometry in XYZ format:
```
58
Properties=species:S:1:pos:R:3:forces:R:3
Pt -0.20158 0.40934 -0.51954 -0.7 -0.6 -0.2
C -0.92913 -3.34441 1.33662 0.0 0.0 0.0
C -0.88988 -2.54743 0.20298 0.0 0.0 -0.1
N -0.52729 -1.31092 0.55594 0.3 0.3 0.1
N -0.31084 -1.29008 1.88553 -0.1 0.0 0.0
C -0.55594 -2.51200 2.37634 0.0 0.0 0.1
B 0.13726 0.01916 2.60753 0.1 0.1 -0.2
N -0.93075 1.12472 2.24441 0.0 -0.1 0.0
C -1.74652 1.90616 2.96989 0.0 0.0 0.0
C -2.53073 2.67037 2.12882 0.0 0.0 0.0
C -2.14740 2.29907 0.85159 0.0 0.0 0.0
N -1.18374 1.37948 0.93522 0.1 -0.1 -0.1
N 1.47814 0.48098 1.92435 -0.2 -0.1 0.0
C 2.67245 0.76551 2.45767 0.0 0.0 0.1
C 3.50586 1.23987 1.45952 0.0 0.1 0.0
C 2.73160 1.22533 0.30968 -0.1 0.0 0.0
N 1.51637 0.74958 0.60499 0.2 0.1 0.1
N 0.37696 -0.25132 4.05345 0.0 -0.1 0.1
C -0.10402 0.18064 5.25611 0.0 0.0 0.0
C 0.55402 -0.49400 6.24488 0.0 0.1 0.0
C 1.45048 -1.33658 5.55994 0.0 -0.1 0.0
N 1.34137 -1.20441 4.25515 0.1 0.1 0.0
H -1.19902 -4.38354 1.39649 0.0 0.0 0.0
H -1.10805 -2.78883 -0.82503 0.0 0.0 0.0
H -0.43096 -2.70565 3.42761 0.0 0.0 0.0
H -1.73413 1.88807 4.04126 0.0 0.0 0.0
H -3.28015 3.38895 2.40805 0.0 0.0 0.0
H -2.51350 2.61952 -0.10935 0.0 0.0 0.0
H 2.84524 0.60885 3.50815 0.0 0.0 0.0
H 4.52315 1.57310 1.56211 0.0 0.0 0.0
H 2.96761 1.55639 -0.68903 0.0 0.0 0.0
H -0.87364 0.92070 5.35589 0.0 0.0 0.0
H 0.40832 -0.39473 7.30578 0.0 0.0 0.0
H 2.16477 -2.03413 5.96818 0.0 0.0 0.0
N 2.18182 -1.74977 -3.21603 0.0 0.0 0.0
C 1.99027 -0.99596 -2.13165 0.0 0.0 0.0
N 0.71863 -0.66786 -1.99369 -0.1 0.1 0.2
C 0.02769 -1.27339 -3.04668 0.0 0.0 0.0
C -1.33312 -1.30870 -3.35854 0.0 0.0 0.0
C -1.69896 -2.01127 -4.48827 0.0 0.0 0.0
C -0.75002 -2.66950 -5.28939 0.0 0.0 0.0
C 0.59217 -2.65989 -4.97437 0.0 0.0 0.0
C 0.95501 -1.94953 -3.83410 0.1 0.0 -0.1
H 3.07478 -2.11494 -3.51104 0.0 0.0 0.0
H 2.77974 -0.71854 -1.45383 0.0 0.0 0.0
H -2.09158 -0.85738 -2.72607 0.0 0.0 0.0
H -2.74368 -2.06804 -4.76149 0.0 0.0 0.0
H -1.08552 -3.20755 -6.16481 0.0 0.0 0.0
H 1.32099 -3.18095 -5.57978 0.0 0.0 0.0
C -1.38971 3.60858 -3.51240 0.0 0.0 0.0
C -0.57773 2.95168 -2.43060 -0.1 0.0 0.0
O -1.17491 1.64466 -2.07696 0.3 0.2 0.1
H -0.95421 4.57851 -3.75295 0.0 0.0 0.0
H -2.41873 3.76868 -3.19319 0.0 0.0 0.0
H -1.38555 3.01433 -4.42841 0.0 0.0 0.0
H -0.58676 3.51516 -1.49918 0.0 0.0 0.0
H 0.45488 2.77285 -2.73054 0.0 0.0 0.0
H -1.38183 1.17106 -2.89722 0.1 0.0 0.0
```
Positions in Å, forces in eV/Å.

Properties
maximum force: 0.93 eV Å⁻¹
highest occupied orbital energy (alpha / beta): -14.1741 / -14.1747 eV
energy relative to the best compared isomer or geometry (same formula, charge and spin): 32.69 kJ/mol
multiplicity: 2
HOMO-LUMO gap (alpha / beta): 7.4 / 6.2 eV
charge: +2
lowest unoccupied orbital energy (alpha / beta): -6.8 / -8.0 eV

Want to see where the charge sits? The natural (NBO) charges in e are: 1.40 -0.32 0.00 -0.31 -0.33 0.06 0.93 -0.31 0.05 -0.31 0.02 -0.32 -0.32 0.06 -0.32 -0.03 -0.33 -0.43 -0.02 -0.32 -0.02 -0.31 0.27 0.24 0.27 0.24 0.27 0.24 0.27 0.27 0.23 0.21 0.26 0.23 -0.49 0.27 -0.53 0.04 -0.23 -0.19 -0.17 -0.21 0.17 0.45 0.24 0.22 0.25 0.25 0.25 -0.65 -0.06 -0.77 0.26 0.23 0.22 0.20 0.19 0.52

=====

# 2
The molecule H2N2O2 in a non-equilibrium geometry. Source: the Open Molecules 2025 dataset; level of theory: wB97M-V/def2-TZVPD.

The geometry in XYZ format:
```
6
Properties=species:S:1:pos:R:3:forces:R:3
O -1.58142 -0.08597 -0.04075 -0.1 0.5 0.2
N -0.25774 -0.37701 -0.01587 0.0 1.5 0.2
N 0.54270 0.58615 0.09619 -2.3 -1.0 -0.6
O 1.73445 0.01285 -0.01754 -0.5 -3.4 0.4
H -1.68405 0.88407 0.00550 0.1 -0.2 0.0
H 1.24607 -1.02008 -0.02752 2.8 2.5 -0.3
```
Positions in Å, forces in eV/Å.

Properties
maximum force: 3.80 eV Å⁻¹
highest occupied orbital energy: -10.2520 eV
energy relative to the best compared isomer or geometry (same formula, charge and spin): 223.38 kJ/mol
HOMO-LUMO gap: 11.1 eV
SMILES: O/N=N/O
lowest unoccupied orbital energy: 0.8 eV

Want to see where the charge sits? The natural (NBO) charges in e are: -0.51 0.00 0.09 -0.50 0.47 0.44

=====

# 3
A structure of composition C30H30AlBrF22NO18 in a non-equilibrium geometry. Source: the Open Molecules 2025 dataset; level of theory: wB97M-V/def2-TZVPD.

The geometry in XYZ format:
```
103
Properties=species:S:1:pos:R:3:forces:R:3
N 3.35764 3.67475 -1.13051 -0.2 -0.1 0.2
C 2.62551 2.38315 -1.17674 0.3 0.1 0.2
C 3.54232 1.19492 -1.43310 -1.0 -0.4 -0.5
Al 2.47309 -0.20165 -2.48107 0.6 1.1 0.6
C 0.61481 -0.22479 -1.66612 0.2 -0.6 -0.6
C -0.41165 -1.20970 -2.29090 0.5 0.8 1.0
C -1.02838 -0.71090 -3.57932 0.7 -1.0 -0.4
F -0.62468 0.51484 -3.95192 -0.3 0.3 0.2
F -0.58709 -1.53367 -4.59285 -0.2 0.0 -0.3
C -2.56852 -0.80893 -3.69447 0.3 -0.8 -0.2
F -2.84837 -2.13741 -3.73251 -0.1 0.0 0.3
F -2.97779 -0.33326 -4.88294 -0.1 0.4 0.2
C -3.46089 -0.25069 -2.54362 -0.5 -0.3 -0.2
F -3.55919 -1.20612 -1.59895 0.3 0.1 0.3
F -4.71104 -0.11593 -3.03767 0.1 0.2 -0.2
C -3.10669 1.05103 -1.76665 -0.1 0.2 0.5
F -2.17959 0.75666 -0.84502 0.2 0.0 -0.2
F -4.22301 1.36424 -1.06973 -0.2 0.0 -0.3
C -2.62388 2.37693 -2.47442 0.3 0.3 0.8
F -1.29157 2.43732 -2.44229 -0.2 0.0 -0.3
F -3.05493 3.38733 -1.66296 -0.2 0.0 0.1
C -3.15125 2.73510 -3.86618 0.0 0.4 -0.9
F -2.45016 2.12993 -4.83277 0.1 0.1 0.4
F -4.43763 2.35061 -3.99175 -0.1 0.1 0.3
C -3.12792 4.27497 -4.22371 0.1 -0.7 -0.5
F -3.40554 4.29870 -5.54425 -0.1 0.0 0.0
F -4.12372 4.93119 -3.61074 0.2 0.1 0.4
C -1.77169 5.02498 -4.08676 0.4 1.0 -0.4
F -1.52746 5.49554 -2.86015 -0.2 -0.5 0.0
F -0.74745 4.29765 -4.50171 -0.4 -0.1 0.2
F -1.86327 6.10417 -4.89192 0.0 -0.1 0.2
C 2.50844 0.36567 -4.43878 -0.1 0.0 0.5
O 2.05493 1.74038 -4.65616 -0.3 -0.1 -0.3
O 3.14440 2.61294 -4.39974 0.2 0.2 0.5
C 3.45682 -2.02216 -2.35661 0.1 -0.3 0.6
C 4.74257 -1.85858 -1.69145 1.7 1.7 -1.5
O 5.68462 -1.19891 -2.08248 -1.6 -1.4 1.0
Br 5.05595 -2.89301 0.01808 0.1 -0.2 0.0
H 4.17294 3.53622 -0.54352 0.1 0.0 0.0
H 2.77921 4.34039 -0.62850 0.0 0.2 -0.1
H 1.85757 2.46794 -1.94436 -0.1 0.2 -0.2
H 2.10564 2.22283 -0.22518 -0.2 -0.2 0.0
H 3.88590 0.78291 -0.48937 0.4 0.0 0.1
H 4.35767 1.51029 -2.08012 0.3 0.0 0.1
H 0.23604 0.79254 -1.63838 -0.1 0.1 0.0
H 0.72035 -0.53920 -0.63162 0.1 0.0 0.2
H -1.14909 -1.46263 -1.53294 -0.5 -0.1 -0.2
H 0.11872 -2.12718 -2.51027 -0.1 -0.3 -0.3
H 1.81258 -0.22211 -5.03949 0.0 0.0 -0.3
H 3.50665 0.30111 -4.87500 0.1 -0.2 -0.2
H 3.45774 2.84222 -5.28243 -0.1 -0.1 -0.2
H 2.83694 -2.76834 -1.87273 0.0 -0.2 0.0
H 3.71251 -2.29093 -3.37722 -0.2 -0.1 -0.3
C -2.20664 5.81072 0.36356 -0.5 0.0 0.0
C -1.14012 5.49540 1.38339 0.3 -0.1 -0.3
O -0.30486 6.63852 1.30880 -0.3 0.1 0.2
C -1.08665 7.68671 0.91863 0.0 0.0 -0.1
O -0.77823 8.82490 1.00181 0.1 0.1 0.0
O -2.27077 7.24039 0.43038 0.1 -0.1 0.1
F -0.42661 4.39652 1.04746 0.0 0.1 0.0
H -1.92483 5.50413 -0.64119 0.2 -0.1 0.1
H -3.17024 5.36782 0.60490 -0.1 0.2 0.1
H -1.50797 5.38294 2.40515 0.1 -0.1 0.0
C 0.88852 -2.80146 3.25633 -0.1 0.1 0.4
C 1.43563 -3.94930 2.44602 -0.2 0.0 -0.3
O 1.73838 -3.34295 1.21192 0.1 0.0 0.2
C 2.02457 -2.02713 1.46634 0.0 0.1 0.0
O 2.55930 -1.30091 0.70971 -0.2 0.2 0.0
O 1.60951 -1.69059 2.71787 0.0 -0.3 0.0
F 0.50046 -4.92624 2.24989 0.1 0.0 0.0
H -0.18081 -2.66025 3.08181 0.0 -0.1 -0.2
H 1.07483 -2.91557 4.32367 0.1 0.3 -0.3
H 2.34060 -4.40286 2.85692 -0.1 -0.1 0.0
C 2.02436 -6.74948 6.47859 -0.2 0.0 0.1
C 3.51310 -6.63535 6.24099 -0.1 0.1 -0.4
O 3.60836 -5.40033 5.54235 0.0 0.0 0.3
C 2.56566 -4.62723 5.94415 0.0 0.0 -0.1
O 2.48040 -3.46015 5.75183 0.1 0.0 0.1
O 1.63734 -5.37097 6.58585 0.1 -0.1 0.0
F 3.98344 -7.62564 5.43721 0.0 0.1 0.0
H 1.51444 -7.20273 5.62633 0.2 0.0 -0.1
H 1.77451 -7.29405 7.37771 0.0 0.2 0.2
H 4.11995 -6.58357 7.14041 0.1 -0.1 0.0
C -6.14632 7.27509 -2.31488 0.3 -0.2 0.0
C -6.80966 8.49316 -2.90987 -0.3 -0.1 0.1
O -7.30437 9.16012 -1.76359 0.3 0.1 -0.1
C -6.48629 8.83112 -0.71813 0.0 -0.1 0.1
O -6.45740 9.39941 0.31625 -0.1 0.1 0.1
O -5.71340 7.76431 -1.04117 -0.1 0.1 -0.2
F -7.84995 8.16357 -3.71727 0.0 0.1 0.0
H -6.85532 6.45867 -2.16933 -0.1 0.1 -0.1
H -5.30705 6.91810 -2.90385 0.1 0.1 0.2
H -6.13442 9.15699 -3.45222 -0.1 0.0 -0.1
C 2.40994 -11.38082 6.54028 -0.3 0.0 -0.1
C 3.43916 -11.96684 7.47794 0.3 0.0 -0.2
O 4.21138 -10.82946 7.82827 -0.3 -0.1 0.2
C 3.39754 -9.74663 7.73661 0.1 0.1 -0.1
O 3.63788 -8.67854 8.18990 0.0 0.0 0.1
O 2.26826 -10.05117 7.05568 0.1 -0.1 0.0
F 4.23214 -12.87236 6.86009 0.0 0.1 0.1
H 2.77701 -11.33701 5.51444 0.1 0.0 0.0
H 1.46053 -11.90875 6.56049 -0.1 0.2 0.1
H 3.02557 -12.41369 8.38361 0.1 -0.1 0.0
```
Positions in Å, forces in eV/Å.

Properties
maximum force: 2.81 eV Å⁻¹
highest occupied orbital energy: -4.6241 eV
HOMO-LUMO gap: 5.8 eV
charge: -1
lowest unoccupied orbital energy: 1.2 eV

Results of the Löwdin charge analysis, in e, for atoms 1 through 99: -0.02 -0.38 -0.21 0.41 -0.17 -0.13 -0.43 0.12 0.09 -0.34 0.14 0.15 -0.33 0.15 0.14 -0.31 0.17 0.15 -0.31 0.17 0.13 -0.34 0.17 0.17 -0.33 0.16 0.15 -0.53 0.17 0.22 0.16 -0.20 -0.26 -0.07 -0.19 -0.82 -0.02 0.60 0.05 0.04 0.07 0.09 0.04 0.05 0.03 0.04 0.10 0.12 0.05 0.06 0.09 0.05 0.07 -0.06 -0.31 0.14 -0.55 0.18 0.07 0.08 0.11 0.14 0.17 -0.06 -0.31 0.11 -0.56 0.12 0.08 0.06 0.14 0.11 0.17 -0.05 -0.31 0.14 -0.55 0.17 0.08 0.08 0.15 0.12 0.16 -0.05 -0.31 0.13 -0.55 0.19 0.07 0.07 0.15 0.12 0.17 -0.04 -0.31 0.15 -0.54 0.17 0.07

=====

# 4
A cluster of 2 separate species, C6H14NP in total in a non-equilibrium geometry. Source: the Open Molecules 2025 dataset; level of theory: wB97M-V/def2-TZVPD.

The geometry in XYZ format:
```
22
Properties=species:S:1:pos:R:3:forces:R:3
C 0.30823 -1.31198 0.05966 0.9 0.0 1.0
P 1.67904 -0.45271 0.56930 0.3 0.3 -0.8
C 3.01818 -0.69325 -0.63745 -0.3 -0.2 0.1
N 1.42150 1.20517 0.66017 -0.3 -0.2 0.5
C 0.48351 1.79847 -0.27755 -0.1 0.4 -0.3
H 0.55078 -2.34505 -0.17505 0.0 -0.1 -0.3
H -0.51551 -1.23698 0.76733 -0.1 0.0 -0.1
H 2.48218 -0.48247 1.75248 -0.3 -0.3 0.1
H 2.58920 -0.71489 -1.63916 0.1 0.0 0.0
H 3.74321 0.11329 -0.54669 0.0 0.0 0.0
H 3.50750 -1.64798 -0.44065 0.0 0.0 0.0
H 1.29382 1.53463 1.61035 0.2 0.0 -0.2
H 0.49434 1.20118 -1.18951 -0.1 0.2 0.0
H -0.54458 1.82782 0.09712 0.1 -0.1 -0.1
H 0.80659 2.81706 -0.51216 -0.1 -0.1 0.0
C -2.55484 -0.29994 -1.20875 0.2 -0.1 -0.4
C -3.03811 -0.24969 -0.01038 -0.1 0.2 -0.1
C -3.53976 -0.16295 1.18021 -0.1 0.0 0.4
H -1.63497 -0.82468 -1.41590 0.2 -0.1 0.1
H -3.03921 0.17892 -2.04421 -0.2 0.1 0.0
H -3.27090 0.63877 1.84888 0.1 0.2 0.1
H -4.24020 -0.89275 1.55193 -0.1 -0.2 0.0
```
Positions in Å, forces in eV/Å.

Properties
maximum force: 1.31 eV Å⁻¹
highest occupied orbital energy: -7.7032 eV
energy relative to the best compared isomer or geometry (same formula, charge and spin): 146.18 kJ/mol
HOMO-LUMO gap: 8.7 eV
SMILES: C=[P@@H](C)NC.C=C=C
lowest unoccupied orbital energy: 1.0 eV

Want to see where the charge sits? The natural (NBO) charges in e are: -1.22 1.49 -0.97 -0.95 -0.42 0.23 0.23 -0.11 0.25 0.25 0.24 0.39 0.22 0.19 0.19 -0.50 0.11 -0.52 0.25 0.22 0.22 0.22

=====

# 5
A structure of composition C2H4Cl2F6MgN3O12S6 in a non-equilibrium geometry. Source: the Open Molecules 2025 dataset; level of theory: wB97M-V/def2-TZVPD.

The geometry in XYZ format:
```
36
Properties=species:S:1:pos:R:3:forces:R:3
Mg 0.69307 -0.57917 -0.17648 -1.6 0.5 0.8
N -3.62480 -0.76916 0.14596 4.3 0.6 3.6
S -3.70248 0.80803 0.26582 -4.8 2.3 -1.9
O -2.58189 1.67168 0.06220 0.9 -0.3 0.3
O -4.67412 1.20496 1.24606 0.6 0.3 -0.2
F -4.46503 0.92545 -1.11666 -0.3 0.5 -0.4
S -2.38961 -0.76255 1.38145 -1.5 -5.0 0.7
O -2.67614 -0.28620 2.70527 0.5 0.6 -1.5
O -1.07792 -0.59765 0.80271 0.4 0.5 0.2
F -2.41825 -2.35478 1.66188 0.1 0.9 -0.7
N 0.00663 -1.51289 -1.57136 -4.5 -0.4 -5.3
S -1.37783 -1.44565 -2.67318 -6.9 4.2 1.9
O -2.57241 -2.10638 -2.13915 3.3 0.5 -1.1
O -1.22861 -1.33013 -4.09393 1.3 -0.8 1.1
F -1.73420 0.09778 -2.27015 0.9 -1.1 -0.3
S 0.43578 -2.83340 -2.22332 6.6 -5.5 -0.3
O 1.30076 -2.69054 -3.41750 -2.5 -0.5 2.6
O -0.48523 -3.94542 -2.04369 1.4 1.9 -0.9
F 1.56113 -3.04926 -1.00891 -0.4 -0.2 -0.8
N 1.81232 -0.69387 1.23984 1.9 -2.2 5.7
S 1.61078 -1.93078 2.47576 -4.0 -2.7 1.7
O 0.74286 -1.56245 3.60189 2.5 -0.4 -2.5
O 2.73496 -2.83100 2.61670 -1.3 1.9 -0.2
F 0.60320 -2.68729 1.55090 -0.2 -0.6 -0.5
S 3.02657 -0.12307 2.04550 5.0 6.2 0.1
O 4.29924 -0.60005 1.62756 -0.3 -0.9 0.1
O 2.88563 0.22591 3.45905 -0.7 -1.1 -2.5
F 3.05839 1.33139 1.28842 -0.7 -0.5 0.5
Cl 3.29843 3.43907 -1.04263 0.5 -0.2 0.0
C 1.79053 3.91810 -0.25390 0.0 0.2 -0.6
C 0.61012 3.38796 -1.06578 0.6 0.7 1.2
Cl 0.52196 1.57824 -0.80843 -0.4 2.0 -0.9
H 1.80769 5.00788 -0.26755 -0.3 0.0 -0.1
H 1.79905 3.61764 0.79383 -0.1 -0.3 -0.2
H 0.68609 3.59817 -2.13261 0.1 -0.4 0.2
H -0.27665 3.87945 -0.66556 -0.4 -0.7 0.0
```
Positions in Å, forces in eV/Å.

Properties
maximum force: 8.58 eV Å⁻¹
highest occupied orbital energy: -7.3623 eV
energy relative to the best compared isomer or geometry (same formula, charge and spin): 509.56 kJ/mol
HOMO-LUMO gap: 8.7 eV
charge: -1
lowest unoccupied orbital energy: 1.3 eV

Want to see where the charge sits? The natural (NBO) charges in e are: 1.78 -0.95 2.39 -0.94 -0.93 -0.51 2.37 -0.84 -1.06 -0.49 -1.29 2.33 -0.82 -0.82 -0.50 2.38 -0.86 -0.82 -0.54 -1.31 2.36 -0.83 -0.83 -0.49 2.42 -0.89 -0.84 -0.53 -0.04 -0.41 -0.30 -0.15 0.23 0.25 0.24 0.25

=====

# 6
The molecule C4H8OS in a non-equilibrium geometry. Source: the Open Molecules 2025 dataset; level of theory: wB97M-V/def2-TZVPD.

The geometry in XYZ format:
```
14
Properties=species:S:1:pos:R:3:forces:R:3
C -0.55442 -0.75714 -0.79498 -4.5 -3.9 1.4
C -0.09002 0.25611 0.14596 -2.1 -2.4 3.8
C 1.11548 -0.21994 0.82195 4.2 0.8 3.5
S -1.24218 0.43298 1.56126 -2.9 -2.2 -0.8
C 0.13732 1.38251 -0.70295 2.9 4.9 -3.4
O 1.31187 1.73712 -0.94060 -2.9 -0.5 0.4
H -1.31505 -1.82195 -0.53327 3.1 3.0 0.1
H -1.25681 -0.33880 -1.40344 -1.9 1.4 -2.1
H 0.26665 -0.93259 -1.34402 2.7 -1.7 -2.4
H 1.99392 -0.00555 0.06164 -1.2 -0.8 2.1
H 1.11313 -1.28745 1.29552 -0.4 1.8 -1.5
H 1.21203 0.46024 1.94844 0.4 -1.7 -3.7
H -2.02778 -0.88115 1.25580 1.6 3.0 0.7
H -0.66415 1.97561 -1.37130 0.9 -1.6 1.9
```
Positions in Å, forces in eV/Å.

Properties
maximum force: 6.66 eV Å⁻¹
highest occupied orbital energy: -9.2239 eV
energy relative to the best compared isomer or geometry (same formula, charge and spin): 391.67 kJ/mol
HOMO-LUMO gap: 9.6 eV
SMILES: CC(C)(S)C=O
lowest unoccupied orbital energy: 0.3 eV

Want to see where the charge sits? The natural (NBO) charges in e are: -0.55 -0.35 -0.62 -0.03 0.41 -0.52 0.21 0.21 0.21 0.25 0.24 0.22 0.16 0.17

=====

Total energy, respectively: -1581.16670 -261.04015 -7583.79648 -632.99072 -5254.54919 -630.48574 hartree.